No. 1
Entry from the OMol25 dataset: a molecular structure, C26H31AsI4NRu in a non-equilibrium geometry (wB97M-V/def2-TZVPD).

CARTESIAN COORDINATES (ANGSTROEM)
I -0.73646 0.33924 2.99967
I 2.32527 0.59610 -0.44241
I -0.61996 2.34250 -0.58180
I -2.96984 -0.60660 0.56609
Ru -0.16902 -0.33305 0.32358
As -0.73793 -2.96317 -1.02379
N 0.30630 -2.23478 0.50569
C 3.09578 -2.74804 2.84225
C 1.27004 -2.86118 1.26002
C 3.92602 -6.10206 -3.79700
C 2.33056 -4.89359 2.03805
C -2.93973 -4.63047 -1.30309
C -3.57854 -5.13384 1.34224
C -2.68095 -4.35210 -2.76218
C 1.50125 2.58011 -0.43905
C -0.16239 -6.42724 -1.04189
C 1.86733 -6.08966 -2.36190
C -2.48690 -4.31664 1.07220
C 1.50032 -3.37200 -2.72502
C 0.79446 -5.48011 -1.72531
C -4.02104 -5.43354 -0.97490
C 2.77917 -5.39277 -3.14594
C 1.37618 -4.26025 1.26989
C -1.78572 -3.72030 2.26611
C 3.19979 -4.14003 2.82218
C 2.14439 -2.11250 2.07604
C 1.29359 -1.94486 -3.17974
C -2.14329 -4.09228 -0.26968
C -5.50590 -6.60369 0.69138
C 2.56322 -4.03659 -3.32793
C -4.34780 -5.71972 0.34496
C 0.63772 -4.08252 -1.86317
C -2.82731 0.08160 2.58885
H -1.64981 -4.54344 -3.06483
H 3.22440 -3.47756 -3.98103
H -1.29451 -2.77631 2.04289
H -0.69837 -6.03368 -0.18556
H 0.76765 -1.29885 -2.48527
H -1.02975 -4.39109 2.67947
H -2.92722 -3.31900 -3.02478
H 2.39661 -5.97332 2.03410
H 1.98208 -7.16316 -2.25602
H 2.24986 -1.48126 -3.41827
H 1.75100 3.06667 0.49502
H 4.56907 -6.56713 -3.04818
H -2.51490 -3.54191 3.05788
H -6.24697 -6.05840 1.27805
H 4.53098 -5.42069 -4.39225
H 1.86851 3.12486 -1.30044
H 2.07923 -1.03368 2.09061
H -3.23170 -0.66901 3.25733
H 0.68213 -4.83869 0.69121
H 3.56368 -6.89560 -4.45222
H -3.84448 -5.30851 2.38000
H -4.62320 -5.84934 -1.77469
H 3.76580 -2.16718 3.46212
H 0.70672 -1.94617 -4.10163
H 3.95228 -4.63201 3.42415
H -0.93358 -6.74188 -1.74993
H 0.37150 -7.32460 -0.73241
H -5.99656 -6.98335 -0.20270
H -3.33108 1.03498 2.69269
H -5.17671 -7.45618 1.28719
H -3.30080 -4.99668 -3.38270

Atomic forces in eV per Å
I 0.1 -0.2 -0.5
I -0.3 0.1 0.3
I 0.3 -0.2 0.1
I 0.3 0.0 0.3
Ru -0.6 0.0 -0.2
As 0.7 0.2 0.6
N 0.2 -0.6 0.2
C -0.1 0.1 0.0
C -0.7 0.7 -0.6
C 0.1 0.0 -0.1
C -0.1 0.1 -0.1
C 0.0 0.1 0.1
C 0.0 0.0 0.0
C 0.0 0.0 -0.1
C -0.1 -0.2 -0.1
C -0.1 0.0 0.0
C 0.0 0.0 0.0
C 0.0 0.1 0.0
C -0.1 0.0 0.0
C -0.1 0.0 0.0
C 0.0 -0.1 0.1
C -0.1 0.1 0.0
C 0.2 -0.4 0.1
C 0.0 0.0 0.0
C 0.0 0.0 0.0
C 0.3 0.1 0.2
C 0.0 0.0 -0.1
C -0.1 0.0 -0.2
C -0.1 0.0 0.0
C 0.0 0.0 0.0
C 0.1 0.1 -0.1
C 0.0 0.2 -0.2
C 0.2 0.0 -0.1
H 0.1 0.0 0.0
H 0.0 0.0 0.0
H 0.0 0.0 0.0
H 0.1 0.1 0.1
H 0.0 0.0 0.1
H 0.0 0.0 0.0
H 0.0 0.0 0.0
H 0.0 0.0 0.0
H 0.0 0.0 0.0
H 0.0 0.0 0.0
H 0.0 0.0 0.0
H 0.0 0.0 0.0
H 0.0 0.0 0.0
H 0.0 0.0 0.0
H 0.0 0.0 0.0
H 0.0 0.0 0.0
H 0.0 0.0 0.0
H 0.1 -0.1 0.0
H -0.1 -0.1 -0.1
H 0.0 0.0 0.0
H 0.0 0.0 0.0
H 0.0 0.0 0.0
H 0.0 0.0 0.0
H 0.0 0.0 0.0
H 0.0 0.0 0.0
H 0.0 0.0 0.0
H 0.0 0.0 0.0
H 0.0 0.0 0.0
H 0.0 0.0 0.0
H 0.0 0.0 0.0
H 0.0 0.0 0.0

Its charge is +2. The relative energy (zero: lowest compared OMol25 entry of this formula, charge and spin) comes out at 64.8 kJ/mol. Its HOMO energy (spin up / spin down) is -13.28 / -13.36 eV. The calculation puts the LUMO energy (spin up / spin down) at -7.39 / -7.54 eV. Its total energy is -124761.810 eV. The HOMO-LUMO gap (spin up / spin down) comes out at 0.21637 / 0.21362 Eh. The spin multiplicity is 2. Its expectation value of S² is 1.040.

=====

No. 2
Entry from the OMol25 dataset: a molecular structure, C26H31BLiN5O4S (wB97M-V/def2-TZVPD).

CARTESIAN COORDINATES (ANGSTROEM)
S 0.41257 3.49842 -0.84841
O 2.64766 1.36262 -0.46942
O -0.13688 -1.58751 -1.67670
O -0.15751 -2.38729 0.46212
O -0.07973 2.47352 0.12341
N 3.33050 -0.66982 -1.24234
N 1.11172 0.43076 4.75495
N 0.60024 -0.72442 4.30020
N 1.12892 0.45738 2.59387
N 1.42774 1.12594 3.72828
C -2.15418 -0.55424 5.38809
C 0.06363 -1.73381 5.19899
C -0.86714 -3.69051 -2.76043
C 0.62618 2.67777 -2.42603
C 0.17475 0.84963 -3.89300
C -0.52726 -2.89572 -1.68819
C -0.89468 -4.68257 -0.10813
C -3.30055 5.84836 -2.01671
C -2.30051 3.92900 -0.96494
C 1.03615 1.40217 -4.83153
C -0.03876 1.49162 -2.68107
C -3.42903 4.64900 -1.32872
C -0.54073 -3.38231 -0.39112
C -1.45276 -1.87136 5.07712
C 1.51295 3.22739 -3.34045
C -2.04279 6.34083 -2.33767
C 3.32977 -1.59566 -2.35530
C 2.86964 0.57416 -1.38879
C 1.70729 2.58828 -4.55616
C -1.22785 -5.01162 -2.48766
C -0.90881 5.63038 -1.97395
C -1.92330 -2.98890 6.00150
C -1.05361 4.42571 -1.30357
C -1.24174 -5.49849 -1.18672
C 0.61220 -0.69221 2.96798
C 3.58498 -1.21253 0.07743
B 0.11760 -1.19000 -0.31314
Li 0.97501 0.84681 0.54369
H 0.26407 -1.47250 2.30771
H -1.94388 -0.24208 6.41411
H -4.41142 4.27465 -1.07237
H -1.50266 -5.66655 -3.30422
H 0.07928 6.00981 -2.20713
H -1.52639 -6.52678 -1.00583
H 2.72607 -1.79637 0.42023
H 2.05803 4.13136 -3.09519
H 4.47016 -1.84810 0.03574
H -0.32307 -0.09194 -4.08035
H -0.85654 -3.30410 -3.77139
H -0.67006 1.05003 -1.92015
H 2.57526 -2.37119 -2.20155
H -2.99968 -3.13343 5.90931
H 3.08734 -1.06291 -3.27322
H 2.71558 0.86217 -2.43846
H 2.39415 3.00583 -5.28092
H 3.75014 -0.39448 0.77381
H -1.43475 -3.93652 5.76754
H 4.30924 -2.06530 -2.46127
H -1.83121 0.24546 4.72054
H -1.70718 -2.74347 7.04428
H 0.34229 -1.41925 6.20464
H 0.55570 -2.68316 4.98416
H -1.94415 7.28205 -2.86220
H -1.67942 -2.15588 4.04377
H 1.19900 0.90115 -5.77741
H -2.36787 2.99849 -0.41612
H -4.18473 6.40632 -2.29633
H -3.23378 -0.66287 5.28143
H -0.90125 -5.05127 0.90936

Atomic forces in eV per Å
S 0.0 0.1 0.1
O 0.0 0.0 0.0
O 0.0 0.0 0.0
O 0.0 0.0 -0.1
O 0.1 -0.1 0.0
N 0.1 0.0 0.0
N 0.0 0.0 0.0
N 0.0 0.0 0.0
N 0.0 -0.1 0.0
N 0.0 0.0 0.0
C 0.0 0.0 0.0
C 0.0 0.0 0.0
C 0.0 0.0 0.0
C 0.1 0.0 -0.1
C 0.0 0.0 0.0
C 0.0 0.0 0.0
C 0.0 0.0 0.0
C 0.0 0.0 0.0
C 0.0 0.0 0.0
C 0.0 0.0 0.0
C 0.0 0.0 0.0
C 0.0 0.0 0.0
C 0.0 0.0 0.1
C 0.0 0.0 0.0
C 0.0 0.0 0.0
C 0.0 0.0 0.0
C 0.0 0.0 0.0
C 0.0 0.0 0.0
C 0.0 0.0 0.0
C 0.0 0.0 0.0
C 0.0 0.0 0.0
C 0.0 0.0 0.0
C 0.0 0.0 0.0
C 0.0 0.0 0.0
C 0.0 0.0 0.0
C 0.0 0.0 0.0
B 0.0 0.0 0.0
Li -0.1 0.1 0.0
H 0.0 0.0 0.0
H 0.0 0.0 0.0
H 0.0 0.0 0.0
H 0.0 0.0 0.0
H 0.0 0.0 0.0
H 0.0 0.0 0.0
H 0.0 0.0 0.0
H 0.0 0.0 0.0
H 0.0 0.0 0.0
H 0.0 0.0 0.0
H 0.0 0.0 0.0
H 0.0 0.0 0.0
H 0.0 0.0 0.0
H 0.0 0.0 0.0
H 0.0 0.0 0.0
H 0.0 0.0 0.0
H 0.0 0.0 0.0
H 0.0 0.0 0.0
H 0.0 0.0 0.0
H 0.0 0.0 0.0
H 0.0 0.0 0.0
H 0.0 0.0 0.0
H 0.0 0.0 0.0
H 0.0 0.0 0.0
H 0.0 0.0 0.0
H 0.0 0.0 0.0
H 0.0 0.0 0.0
H 0.0 0.0 0.0
H 0.0 0.0 0.0
H 0.0 0.0 0.0
H 0.0 0.0 0.0

The relative energy (zero: lowest compared OMol25 entry of this formula, charge and spin) comes out at 2.2 kJ/mol. Its HOMO energy is -6.65 eV. The calculation puts the LUMO energy at 0.62 eV. Its total energy is -54823.560 eV. The HOMO-LUMO gap comes out at 0.26686 Eh.

=====

No. 3
Entry from the OMol25 dataset: a molecular structure, C26H31BrCdN4O7PS in a non-equilibrium geometry (wB97M-V/def2-TZVPD).

CARTESIAN COORDINATES (ANGSTROEM)
Cd 0.56282 1.32127 0.96735
Br -3.29075 1.16233 -5.91041
S -2.21521 1.51710 1.49819
P -0.31100 -2.30254 0.85262
O -1.49640 2.08403 0.34699
O -1.30149 0.71694 2.32480
O 2.31222 4.41665 2.97774
O 1.08956 3.32577 1.45124
O 3.97210 0.20780 3.45731
O -3.03413 2.44547 2.23420
O -0.16039 -1.02371 0.09883
N 3.36124 1.97363 -0.11007
N 3.05992 -1.30077 0.51249
N 1.95501 0.86039 2.54523
N 1.17519 1.39543 -1.79154
C -1.89260 -3.14970 0.55122
C 2.90326 -1.31252 1.97143
C -1.99491 2.08491 -3.53990
C 3.55238 1.61211 -1.37596
C -5.29347 -1.34142 -0.32838
C -0.97179 2.12846 -2.60898
C 2.98300 0.02865 2.72150
C -6.29125 -2.31018 -0.90620
C 0.21765 0.43409 -3.83391
C 0.90313 -3.54808 0.29987
C -3.39054 0.36781 0.77662
C -1.89555 1.21906 -4.61583
C -3.33762 0.05450 -0.57029
C 4.82203 1.43071 -1.91936
C -0.80399 0.38376 -4.76806
C 4.41749 2.19582 0.65402
C 2.36995 1.44553 -2.21991
C -4.39657 -0.15435 1.57648
C -5.33671 -1.01089 1.02569
C 1.78556 3.39934 2.52313
C -4.29323 -0.78864 -1.12031
C 0.14749 1.30761 -2.74653
C 5.92542 1.59962 -1.09809
C 5.72419 2.00131 0.21138
C 1.96696 2.08627 3.34658
C -0.20885 -2.19959 2.66771
H -6.05910 -3.33070 -0.59128
H 2.32486 -0.73646 0.10028
H 0.30415 -1.27713 2.93582
H -6.12230 -1.42314 1.64949
H 0.99945 -4.35812 1.02321
H 4.93710 1.15436 -2.96071
H -0.75315 -0.29836 -5.60547
H 1.12384 2.06433 4.04916
H -1.02981 2.78477 -1.75448
H 1.86650 -3.05858 0.14765
H 6.55172 2.15199 0.88995
H -6.27332 -2.28346 -1.99534
H 2.88823 2.17465 3.91596
H -2.54748 0.47989 -1.17362
H 3.68597 -1.94906 2.38515
H 0.30745 -3.06592 3.08061
H 3.94369 -0.86455 0.27583
H 2.57220 1.42309 -3.29673
H 0.56017 -3.95126 -0.65393
H -4.25869 -1.02987 -2.17710
H -2.06936 -3.20196 -0.52276
H 1.05542 -0.24557 -3.92962
H -1.21923 -2.14222 3.07134
H -7.30274 -2.08325 -0.56687
H -1.86083 -4.15687 0.97077
H -2.69780 -2.58683 1.01768
H 1.93718 -1.76334 2.19735
H -4.43936 0.13582 2.61928
H 4.22540 2.52920 1.66598
H 6.92459 1.42934 -1.47861
H -2.86489 2.71524 -3.41786

Atomic forces in eV per Å
Cd 0.6 -0.6 -0.8
Br 0.0 0.0 0.1
S -1.3 -0.2 0.4
P 0.0 -1.0 0.1
O 0.0 0.0 -0.2
O -0.2 0.0 0.0
O -0.1 -0.1 -0.1
O 0.1 0.6 0.2
O 0.0 -0.1 -0.1
O 0.1 0.0 0.0
O 0.2 0.6 0.0
N -0.2 0.0 -0.1
N 0.2 0.2 0.1
N 0.4 -0.3 0.4
N 0.4 0.1 0.5
C 0.2 0.3 0.0
C 0.1 0.0 -0.1
C 0.0 0.0 0.0
C 0.5 0.0 0.3
C 0.0 -0.1 0.0
C 0.2 -0.1 0.1
C 0.0 0.1 0.0
C 0.0 0.0 0.0
C 0.0 -0.1 0.2
C -0.2 0.2 0.1
C 0.2 0.2 0.0
C -0.1 0.0 -0.1
C 0.1 0.0 0.0
C -0.2 -0.1 -0.1
C 0.0 0.0 0.0
C 0.0 -0.1 0.2
C -0.5 0.1 -0.4
C 0.0 0.0 0.1
C 0.1 0.0 0.0
C 0.3 -0.1 0.3
C 0.0 -0.1 0.1
C -0.3 -0.1 -0.5
C 0.0 0.1 0.1
C 0.0 -0.1 -0.1
C 0.0 0.3 -0.3
C -0.3 0.2 -0.2
H 0.0 0.0 0.0
H 0.0 0.1 -0.1
H -0.1 0.0 0.1
H 0.0 0.0 0.0
H 0.0 0.0 0.0
H 0.0 0.0 0.0
H 0.0 0.0 0.0
H 0.0 0.0 0.0
H -0.1 0.0 0.1
H 0.0 0.0 0.1
H 0.0 0.0 0.0
H 0.0 0.0 0.0
H 0.0 0.0 0.0
H 0.0 0.0 0.0
H 0.0 0.0 0.1
H 0.0 0.0 0.0
H 0.0 0.1 0.0
H 0.0 0.0 0.0
H 0.0 0.0 0.0
H 0.0 0.0 0.0
H 0.0 0.0 0.0
H 0.0 0.0 0.0
H 0.0 0.0 0.0
H 0.0 0.0 0.0
H 0.0 0.0 0.0
H -0.1 0.1 0.0
H 0.4 0.0 -0.1
H 0.0 0.0 0.0
H -0.1 -0.1 0.1
H 0.0 0.0 0.0
H 0.0 0.0 0.0

Its charge is -1. The relative energy (zero: lowest compared OMol25 entry of this formula, charge and spin) comes out at 107.0 kJ/mol. Its HOMO energy is -4.74 eV. The calculation puts the LUMO energy at 1.76 eV. Its total energy is -142494.356 eV. The HOMO-LUMO gap comes out at 0.23870 Eh.

=====

No. 4
Entry from the OMol25 dataset: a molecular structure, C26H31ClIN2ORe (wB97M-V/def2-TZVPD).

CARTESIAN COORDINATES (ANGSTROEM)
Re 0.08009 -0.43817 -0.63538
I -3.90467 -3.52020 -2.17225
Cl -1.92722 -1.72677 -7.21977
O -1.39368 -1.60938 -1.39449
N -0.42242 0.09664 0.94040
N 0.24256 -0.24118 -2.73953
C 0.19490 -0.10481 -5.58196
C -1.70954 2.47187 3.44489
C -1.77003 -1.69421 -5.47496
C 1.96512 -0.42967 -0.54411
C -1.57852 -1.68473 -2.70156
C -1.94530 2.79857 -0.05601
C -0.75057 -0.91373 -4.89431
C -2.29908 -2.31216 1.93295
C -1.01064 3.03754 1.13344
C -1.37282 -0.27505 3.12107
C -1.33905 -1.79296 3.00783
C -1.86501 0.25612 4.30861
C 3.86427 -1.44893 0.66847
C -0.68104 -0.94501 -3.48950
C -2.65946 -2.43328 -4.72384
C -1.00481 0.61304 2.08527
C -2.02040 1.61917 4.48907
C 3.05476 -0.15885 0.47608
C 0.43423 3.23505 0.67229
C 2.53707 0.30413 1.83402
C -2.56654 -2.42774 -3.33297
C 1.11567 0.55239 -3.44089
C -1.21326 2.00226 2.23238
C 0.05370 -2.40797 2.85045
C 1.11015 0.61850 -4.81303
C 3.96955 0.92761 -0.10683
H 2.41386 -0.83480 -1.46064
H 1.95530 1.22005 1.74530
H 0.48324 4.09337 -0.00370
H -1.89746 3.64661 -0.74372
H -1.72206 -2.14733 3.97083
H 0.73730 -2.03154 3.61522
H 1.09340 3.43429 1.52029
H -1.96347 -2.05642 0.92993
H 1.83969 1.25676 -5.29609
H -2.40144 2.01070 5.42418
H -2.13983 -0.42603 5.10559
H 4.69322 -1.28462 1.36400
H 4.36845 0.62191 -1.07735
H -1.65370 1.90565 -0.60781
H -1.86117 3.53923 3.56306
H 3.22786 -2.23954 1.07063
H -1.31882 3.98381 1.59034
H 1.89595 -0.45192 2.28381
H -3.42716 -3.01121 -5.21845
H 1.81284 1.12071 -2.84281
H 0.47193 -2.19717 1.86773
H -2.36887 -3.40125 1.99294
H -2.97851 2.68075 0.27604
H -0.01549 -3.49304 2.96488
H -3.30068 -1.89941 2.07268
H 3.41434 1.85738 -0.24648
H 3.37915 0.49244 2.50780
H 0.18702 -0.04585 -6.65961
H 4.27682 -1.79683 -0.28151
H 0.80005 2.36352 0.13093
H 4.81022 1.12170 0.56615

Atomic forces in eV per Å
Re 0.3 0.0 -0.1
I 0.0 0.0 0.0
Cl 0.0 0.0 0.0
O -0.1 0.0 0.0
N -0.1 -0.1 0.0
N -0.1 0.0 0.1
C 0.0 0.0 0.0
C 0.0 0.0 0.0
C 0.0 0.0 0.0
C 0.0 0.0 0.1
C 0.1 0.1 0.0
C 0.0 0.0 0.0
C 0.0 0.0 0.0
C 0.0 0.0 0.0
C 0.0 0.0 0.0
C 0.0 0.0 0.0
C 0.0 0.0 0.0
C 0.0 0.0 0.0
C 0.0 0.0 0.0
C -0.1 0.0 0.1
C 0.0 0.0 0.0
C 0.0 0.1 0.0
C 0.0 0.0 0.0
C 0.0 0.0 0.0
C 0.0 0.0 0.0
C 0.0 0.0 0.0
C 0.0 0.0 0.0
C 0.0 0.0 0.0
C 0.0 0.1 0.0
C 0.0 0.0 0.0
C 0.0 0.0 0.0
C 0.0 0.0 0.0
H 0.0 0.0 0.0
H 0.0 0.0 0.0
H 0.0 0.0 0.0
H 0.0 0.0 0.0
H 0.0 0.0 0.0
H 0.0 0.0 0.0
H 0.0 0.0 0.0
H 0.0 0.0 0.0
H 0.0 0.0 0.0
H 0.0 0.0 0.0
H 0.0 0.0 0.0
H 0.0 0.0 0.0
H 0.0 0.0 0.0
H 0.0 0.0 0.0
H 0.0 0.0 0.0
H 0.0 0.0 0.0
H 0.0 0.0 0.0
H 0.0 0.0 0.0
H 0.0 0.0 0.0
H 0.0 0.0 0.0
H 0.0 0.0 0.0
H 0.0 0.0 0.0
H 0.0 0.0 0.0
H 0.0 0.0 0.0
H 0.0 0.0 0.0
H 0.0 0.0 0.0
H 0.0 0.0 0.0
H 0.0 0.0 0.0
H 0.0 0.0 0.0
H 0.0 0.0 0.0
H 0.0 0.0 0.0

Its charge is -1. The relative energy (zero: lowest compared OMol25 entry of this formula, charge and spin) comes out at 0.0 kJ/mol. Its HOMO energy (spin up / spin down) is -2.60 / -4.11 eV. The calculation puts the LUMO energy (spin up / spin down) at 2.48 / 2.48 eV. Its total energy is -55247.843 eV. The HOMO-LUMO gap (spin up / spin down) comes out at 0.18671 / 0.24252 Eh. The spin multiplicity is 2. Its expectation value of S² is 0.778.